# 1
This record from the OMol25 dataset describes C35H38N3Ti as an isolated structure in a non-equilibrium geometry. The level of theory is ωB97M-V/def2-TZVPD.

Properties
- Net charge: -1
- Largest force on an atom: 0.0744 hartree/bohr
- Energy relative to the best compared isomer or geometry (same formula, charge and spin): 79.55 kJ/mol
- Multiplicity: 3
- Orbital gap (spin up / spin down): 4.722 / 5.824 eV

The geometry in XYZ format:
```
77
Properties=species:S:1:pos:R:3:forces:R:3
Ti -0.208 -0.464 0.211 0.18 1.39 -3.56
C 4.168 0.073 0.307 0.08 -0.04 0.10
C 4.462 -0.413 1.609 -0.14 0.06 -0.10
C 3.427 -0.667 2.459 0.10 0.03 0.12
C 2.092 -0.486 2.028 -0.06 0.05 0.04
N 1.810 -0.083 0.731 0.69 -0.17 0.80
C 2.850 0.218 -0.054 0.10 0.17 -0.14
C 0.941 -0.696 2.824 0.17 0.06 0.07
C 0.920 -1.123 4.171 0.00 -0.08 0.16
C -0.306 -1.285 4.802 0.08 0.07 -0.19
C -1.489 -1.026 4.132 -0.06 -0.02 0.09
C -1.434 -0.607 2.780 -0.03 0.00 0.18
N -0.225 -0.451 2.150 -0.04 -0.32 2.22
C -2.536 -0.315 1.949 -0.01 0.03 -0.04
C -3.890 -0.295 2.371 -0.03 -0.05 0.12
C -4.871 0.108 1.515 0.11 0.04 -0.14
C -4.502 0.501 0.204 -0.12 -0.02 0.13
C -3.179 0.418 -0.157 -0.04 0.11 -0.17
N -2.190 0.007 0.643 -1.35 0.00 1.03
H 4.958 0.328 -0.385 -0.05 0.04 -0.04
H 5.489 -0.559 1.920 -0.01 0.00 0.04
H 3.611 -1.001 3.473 0.01 -0.04 -0.03
H 2.594 0.619 -1.028 -0.09 -0.08 0.01
H 1.843 -1.330 4.694 -0.01 0.02 0.00
H -0.335 -1.619 5.833 -0.01 -0.01 0.01
H -2.442 -1.167 4.623 0.00 0.03 -0.01
H -4.126 -0.599 3.382 -0.02 0.04 0.00
H -5.908 0.141 1.823 0.01 -0.03 0.05
H -5.243 0.845 -0.504 0.06 0.00 -0.05
H -2.884 0.693 -1.163 0.10 0.00 0.02
C 0.708 -2.639 -0.160 0.02 -0.27 -0.24
C 0.631 -1.980 -1.417 -0.09 -0.37 -0.19
C -0.743 -1.799 -1.727 -0.07 -0.37 -0.08
C -1.502 -2.351 -0.668 0.13 -0.37 -0.10
C -0.610 -2.859 0.304 -0.16 -0.27 -0.23
C -1.034 -3.698 1.471 0.03 0.20 0.03
C -2.975 -2.620 -0.663 0.08 0.16 0.07
C -1.299 -1.359 -3.049 0.07 0.11 0.17
C 1.767 -1.835 -2.385 -0.03 0.13 0.10
C 1.952 -3.222 0.440 -0.02 0.16 -0.02
H -0.229 -3.825 2.196 -0.01 0.04 0.03
H -1.338 -4.693 1.127 0.02 -0.01 0.03
H -1.887 -3.257 1.991 0.03 0.00 0.04
H -3.488 -2.068 -1.450 -0.03 0.00 0.02
H -3.439 -2.357 0.290 -0.02 0.01 -0.02
H -3.149 -3.688 -0.830 -0.03 0.01 -0.02
H -1.488 -2.229 -3.686 -0.02 0.03 -0.04
H -0.607 -0.702 -3.577 -0.02 0.05 0.02
H -2.242 -0.822 -2.932 0.00 0.02 -0.03
H 1.508 -1.165 -3.206 0.02 0.05 0.03
H 2.016 -2.808 -2.824 0.00 -0.01 0.00
H 2.669 -1.453 -1.910 0.02 -0.03 -0.02
H 1.884 -3.288 1.526 0.03 0.02 0.00
H 2.832 -2.625 0.193 0.01 0.00 0.04
H 2.115 -4.233 0.052 0.02 0.00 0.01
C 0.773 2.990 0.622 -0.02 -0.06 -0.10
C 0.023 2.660 -0.679 -0.13 0.10 0.02
C -1.351 3.370 -0.619 0.06 -0.04 -0.03
C -0.231 1.172 -0.833 0.30 -0.44 -0.33
C 0.819 3.250 -1.858 0.02 -0.13 0.04
C 0.936 4.630 -2.026 0.05 0.09 0.00
C 1.651 5.172 -3.085 -0.02 0.05 0.02
C 2.273 4.344 -4.008 0.06 -0.04 -0.06
C 2.176 2.969 -3.852 -0.02 0.02 0.00
C 1.458 2.434 -2.791 -0.07 0.04 0.06
H 0.912 4.070 0.729 -0.04 -0.02 0.05
H 1.752 2.518 0.633 0.06 -0.01 0.04
H 0.203 2.609 1.473 0.02 0.02 0.03
H -1.992 2.853 0.096 0.02 0.04 0.04
H -1.836 3.345 -1.598 -0.04 -0.01 0.01
H -1.258 4.414 -0.304 -0.03 0.00 -0.03
H -0.804 1.026 -1.768 0.19 -0.09 -0.10
H 0.466 5.304 -1.320 -0.01 -0.04 0.00
H 1.722 6.248 -3.193 -0.01 -0.01 0.02
H 2.829 4.768 -4.836 -0.01 -0.01 0.01
H 2.657 2.305 -4.562 0.01 0.01 0.01
H 1.371 1.362 -2.667 -0.03 -0.02 -0.02
```
Forces are in eV/Å.



# 2
This record from the OMol25 dataset describes C35H38N4O7SiTi as an isolated structure. The level of theory is ωB97M-V/def2-TZVPD.

Properties
- Largest force on an atom: 0.0051 hartree/bohr
- Energy relative to the best compared isomer or geometry (same formula, charge and spin): 47.92 kJ/mol
- Multiplicity: 3
- Orbital gap (spin up / spin down): 5.794 / 8.670 eV

The geometry in XYZ format:
```
86
Properties=species:S:1:pos:R:3:forces:R:3
Ti -0.209 0.273 -0.016 0.10 -0.18 -0.15
O 0.432 -1.474 0.035 0.00 -0.02 0.02
C 1.315 -1.916 0.911 0.00 -0.01 0.00
C 2.184 -1.077 1.642 0.01 0.00 0.01
C 3.106 -1.647 2.543 0.00 0.01 0.00
C 3.947 -0.842 3.271 0.01 0.00 0.00
C 3.942 0.545 3.158 0.00 0.00 -0.01
C 3.056 1.124 2.267 0.01 0.00 0.01
C 2.190 0.345 1.511 -0.01 0.00 -0.01
O 1.367 0.947 0.638 0.01 0.01 0.01
N 4.888 -1.475 4.205 0.00 0.00 0.00
O 4.881 -2.688 4.291 0.00 0.00 0.00
O 5.625 -0.749 4.844 0.00 0.00 0.00
H 1.375 -2.993 1.033 0.00 0.00 0.00
H 3.151 -2.719 2.670 0.00 0.00 0.00
H 4.619 1.137 3.754 0.00 0.00 0.00
H 3.021 2.197 2.137 0.00 0.00 0.00
C 0.000 1.980 -5.772 0.00 0.01 -0.01
C 0.082 2.038 -4.243 0.00 0.00 0.00
C 1.455 2.603 -3.843 0.00 0.00 -0.01
C -0.994 2.978 -3.687 0.00 -0.01 0.01
Si -0.030 0.321 -3.461 0.06 -0.05 -0.03
O 0.027 0.467 -1.850 -0.18 0.14 -0.01
C -1.575 -0.652 -3.993 -0.01 -0.01 0.02
C -2.671 -0.140 -4.691 0.00 0.02 0.01
C -3.724 -0.955 -5.099 -0.01 -0.01 0.01
C -3.704 -2.312 -4.812 0.00 0.00 0.00
C -2.631 -2.846 -4.106 0.02 0.00 -0.02
C -1.586 -2.024 -3.706 0.01 0.00 -0.01
C 1.421 -0.738 -3.992 0.00 0.00 0.01
C 2.482 -0.941 -3.107 0.00 0.00 0.00
C 3.580 -1.710 -3.470 0.00 0.00 0.00
C 3.636 -2.289 -4.729 0.00 0.00 0.00
C 2.589 -2.103 -5.622 0.00 0.00 0.00
C 1.493 -1.337 -5.252 -0.01 0.01 0.00
H 0.130 2.983 -6.191 0.00 0.00 0.00
H -0.958 1.595 -6.128 0.02 0.01 0.00
H 0.788 1.348 -6.188 0.00 0.00 0.00
H 1.567 3.618 -4.239 0.00 0.00 0.00
H 2.270 1.996 -4.241 0.00 0.00 0.00
H 1.567 2.650 -2.758 0.00 0.00 0.00
H -0.859 3.985 -4.099 0.00 0.00 0.00
H -0.924 3.053 -2.599 -0.01 0.00 0.00
H -2.007 2.658 -3.949 -0.01 -0.02 0.00
H -2.702 0.911 -4.955 -0.01 0.00 0.01
H -4.544 -0.533 -5.669 0.00 0.00 0.00
H -4.507 -2.955 -5.153 0.00 0.00 0.00
H -2.599 -3.907 -3.889 0.00 0.00 0.00
H -0.745 -2.462 -3.177 0.01 0.00 0.00
H 2.441 -0.501 -2.117 0.00 0.00 0.00
H 4.391 -1.859 -2.767 0.00 0.00 0.00
H 4.491 -2.890 -5.013 0.00 0.00 0.00
H 2.625 -2.560 -6.604 0.00 0.00 0.00
H 0.675 -1.216 -5.956 0.00 0.00 0.00
C -5.746 1.084 -2.376 0.00 0.00 0.00
N -4.492 1.046 -1.661 0.00 0.02 0.00
C -3.746 2.215 -1.225 -0.03 -0.01 0.05
C -2.507 1.549 -0.666 0.00 0.01 -0.02
O -1.502 2.104 -0.226 -0.01 0.03 -0.02
N -2.607 0.205 -0.767 0.03 0.02 -0.01
C -3.759 -0.044 -1.389 0.01 -0.02 0.00
N -4.161 -1.287 -1.673 0.01 0.03 -0.01
H -6.311 1.957 -2.054 0.00 0.00 0.00
H -6.339 0.201 -2.137 0.00 0.00 0.00
H -5.596 1.137 -3.456 0.00 0.00 0.00
H -4.274 2.777 -0.452 0.00 0.01 -0.01
H -3.487 2.882 -2.049 0.01 -0.01 -0.01
H -3.438 -1.986 -1.583 -0.01 0.01 0.01
H -4.774 -1.425 -2.461 -0.01 0.01 0.01
C -3.093 -0.590 2.724 0.00 0.00 0.00
C -2.030 0.434 2.480 -0.09 -0.03 -0.10
O -1.098 0.119 1.608 0.07 0.07 0.23
C -2.005 1.700 3.133 -0.01 0.00 0.00
C -3.037 2.082 4.017 0.00 0.00 0.00
C -3.014 3.313 4.644 0.00 0.00 0.00
C -1.969 4.203 4.420 0.00 0.00 0.00
C -0.939 3.839 3.555 0.00 0.00 -0.01
C -0.949 2.614 2.919 0.00 0.00 0.01
H -2.830 -1.506 2.198 0.00 0.00 0.00
H -4.075 -0.258 2.365 0.00 0.00 0.00
H -3.204 -0.818 3.787 0.00 0.00 0.00
H -3.859 1.405 4.209 0.00 0.00 0.00
H -3.818 3.583 5.319 0.00 0.00 0.00
H -1.953 5.165 4.916 0.00 0.00 0.00
H -0.118 4.522 3.378 0.00 0.00 0.00
H -0.139 2.343 2.256 0.00 0.00 0.00
```
Forces are in eV/Å.



# 3
This record from the OMol25 dataset describes an isolated ion of composition C35H38NO3S and charge +1 in a non-equilibrium geometry. The level of theory is ωB97M-V/def2-TZVPD.

Properties
- Net charge: +1
- Largest force on an atom: 0.0825 hartree/bohr
- Orbital gap: 6.697 eV

The geometry in XYZ format:
```
78
Properties=species:S:1:pos:R:3:forces:R:3
C -5.985 -3.588 -2.115 0.63 -0.02 -0.19
N -5.549 -2.522 -1.214 -0.46 -0.17 -0.08
C -6.516 -2.320 -0.139 0.36 0.58 0.48
C -4.247 -2.105 -1.150 0.29 -0.06 -0.20
C -3.829 -1.064 -0.271 -0.13 -0.31 -0.15
C -2.497 -0.763 -0.102 -0.06 0.15 0.45
C -1.491 -1.412 -0.849 0.17 -0.02 0.29
C -0.092 -1.316 -0.348 0.64 1.03 3.77
C 1.136 -0.952 -1.238 0.44 -0.21 -0.18
S 2.509 -2.067 -0.890 -0.58 -1.59 -1.24
C 1.983 -3.499 0.085 0.63 -0.47 -0.11
C 2.761 -2.890 -2.509 0.85 -0.44 0.16
O 0.108 -1.441 0.903 -0.53 0.34 -3.88
C -1.896 -2.336 -1.807 -0.50 0.06 -0.37
C -3.250 -2.674 -1.984 0.82 0.59 0.70
H -5.539 -3.455 -3.118 -0.43 -0.08 0.48
H -5.710 -4.589 -1.734 0.01 0.29 -0.11
H -7.078 -3.557 -2.176 0.28 0.07 -0.17
H -6.225 -1.470 0.508 -0.36 -0.58 -0.45
H -7.501 -2.129 -0.576 0.17 0.12 0.11
H -6.606 -3.214 0.499 0.13 0.15 -0.15
H -4.593 -0.528 0.287 0.39 -0.02 -0.02
H -2.221 -0.014 0.653 -0.03 -0.33 -0.39
H 0.856 -0.869 -2.294 0.08 -0.86 0.23
H 2.907 -3.721 0.633 -0.32 -0.22 0.00
H 1.194 -3.249 0.785 0.00 0.13 -0.05
H 1.728 -4.339 -0.578 -0.07 0.41 0.36
H 3.850 -2.831 -2.624 -0.29 -0.19 -0.34
H 2.459 -3.945 -2.413 0.05 0.53 -0.17
H 2.277 -2.395 -3.359 0.04 0.06 0.55
H -1.130 -2.828 -2.405 -0.25 -0.07 -0.03
H -3.507 -3.403 -2.721 -0.05 -0.34 -0.22
C -3.935 5.410 2.876 0.46 -0.08 -0.56
O -3.160 5.436 1.672 0.22 -0.08 -0.14
C -2.135 4.561 1.512 0.38 -0.57 0.28
C -1.458 4.564 0.266 -0.53 -0.18 1.07
C -0.434 3.655 0.062 0.23 0.26 -0.15
C 0.005 2.753 1.057 -1.00 0.45 0.07
C 1.075 1.790 0.750 -0.49 -1.03 -2.36
C 1.111 1.281 -0.544 0.21 3.25 2.72
C 2.134 0.465 -1.135 -1.77 -1.96 -0.08
C 2.612 0.616 -2.544 0.85 1.05 0.27
C 3.894 0.167 -2.906 -0.22 -0.54 -0.48
C 4.233 0.083 -4.267 -0.14 0.19 0.05
C 3.335 0.531 -5.250 0.12 0.14 0.38
C 2.124 1.118 -4.854 0.23 0.41 0.03
C 1.813 1.232 -3.494 -0.71 -0.54 -0.86
C 1.933 1.328 1.826 0.87 -0.51 1.39
C 2.180 2.109 2.986 0.31 -0.02 -0.09
C 2.951 1.635 4.038 0.67 -0.51 -0.01
C 3.548 0.352 4.000 -1.02 -0.21 -0.37
O 4.183 -0.096 5.118 0.22 -0.18 -0.50
C 4.661 -1.463 5.135 -0.37 0.66 -0.16
C 3.311 -0.438 2.859 0.31 0.22 0.74
C 2.499 0.038 1.843 0.17 0.13 -0.64
C -0.681 2.770 2.287 0.19 -0.05 -0.17
C -1.728 3.657 2.523 -0.14 0.41 -0.75
H -4.658 6.194 2.738 -0.27 0.27 0.06
H -4.456 4.459 2.975 0.07 -0.12 0.14
H -3.316 5.631 3.744 0.00 -0.09 0.11
H -1.769 5.289 -0.481 0.12 -0.21 0.03
H 0.072 3.681 -0.912 -0.09 -0.02 0.52
H 0.308 1.568 -1.184 -0.48 0.22 -0.38
H 2.955 0.235 -0.483 0.28 0.22 0.25
H 4.617 -0.175 -2.150 -0.46 0.15 -0.30
H 5.205 -0.336 -4.556 -0.39 0.29 0.10
H 3.615 0.504 -6.308 -0.18 -0.14 0.45
H 1.439 1.543 -5.601 0.41 -0.22 0.35
H 0.876 1.712 -3.188 0.39 -0.25 -0.21
H 1.776 3.123 3.083 0.16 -0.47 -0.21
H 3.176 2.243 4.909 -0.25 0.03 -0.10
H 5.132 -1.574 6.105 0.07 -0.04 -0.02
H 3.817 -2.163 5.060 0.19 0.16 -0.07
H 5.391 -1.642 4.334 -0.18 0.05 0.21
H 3.753 -1.429 2.794 -0.22 0.14 -0.06
H 2.324 -0.653 1.006 -0.09 0.55 0.89
H -0.399 2.067 3.083 -0.14 0.32 -0.42
H -2.237 3.654 3.479 0.07 -0.07 -0.08
```
Forces are in eV/Å.



The DFT total energy results, record by record, are as follows: -2370.29914 -3241.33337 -2034.79794 Eh.